Entry 1:
{"formula": "C4H13NO", "method": "ωB97M-V/def2-TZVPD", "molar_mass_g_mol": 91.15, "homo_lumo_gap_ha": 0.381, "total_energy_ha": -290.141195, "smiles": "CC(C)CN.O", "homo_energy_ha": -0.3542, "largest_force_ha_per_bohr": 0.0646, "e_lumo_ev": 0.7388, "de_lowest_kj_mol": 146.4, "species": ["C", "C", "C", "C", "N", "H", "H", "H", "H", "H", "H", "H", "H", "H", "H", "H", "O", "H", "H"], "xyz": [[0.32613, 1.64531, 0.00096], [0.11640, 0.53531, -1.03592], [-1.34830, 0.43976, -1.44439], [0.57844, -0.78735, -0.47453], [1.68985, -0.52740, 0.43163], [0.36473, 1.18363, 0.95239], [1.18232, 2.26151, -0.27918], [-0.44822, 2.32345, 0.00996], [0.72154, 0.77977, -1.95511], [-1.56159, -0.29715, -2.23085], [-1.89936, 1.34570, -1.85359], [-2.05377, 0.09405, -0.59877], [-0.40363, -1.24272, -0.01550], [0.98032, -1.31214, -1.32007], [1.57302, -1.18823, 1.14711], [2.47011, -0.73661, -0.13359], [-1.12689, -1.61846, 3.10144], [-0.27088, -1.24146, 3.49469], [-0.89022, -1.65695, 2.20331]], "lowdin_charge": [-0.08, -0.45, -0.12, -0.27, 0.01, 0.05, 0.08, 0.04, 0.14, 0.07, 0.09, 0.10, 0.14, 0.10, 0.05, 0.06, -0.06, 0.08, -0.04]}

Entry 2:
{"formula": "C4H13NO", "method": "ωB97M-V/def2-TZVPD", "molar_mass_g_mol": 91.15, "homo_lumo_gap_ha": 0.388, "total_energy_ha": -290.123986, "smiles": "CCOCC.N", "homo_energy_ha": -0.3584, "largest_force_ha_per_bohr": 0.0616, "e_lumo_ev": 0.7929, "de_lowest_kj_mol": 191.5, "species": ["C", "C", "O", "C", "C", "H", "H", "H", "H", "H", "H", "H", "H", "H", "H", "N", "H", "H", "H"], "xyz": [[0.56348, 1.00595, 2.67729], [0.43290, 0.33959, 1.17465], [-0.93787, -0.01356, 0.98585], [-1.42880, -0.54027, -0.30383], [-0.95084, -1.98837, -0.48246], [0.01295, 0.43029, 3.44875], [0.00951, 1.97309, 2.57888], [1.61773, 1.33695, 2.80188], [0.90475, 1.04546, 0.44372], [0.90428, -0.65900, 1.24243], [-2.51428, -0.34411, -0.13748], [-1.09850, 0.08027, -1.19406], [-1.26130, -2.46610, -1.45575], [0.14652, -2.16095, -0.49519], [-1.33093, -2.38800, 0.50771], [1.22584, 1.38324, -3.14100], [0.57215, 0.61729, -3.43145], [1.05393, 1.63750, -2.12621], [2.07847, 0.71074, -3.09373]], "lowdin_charge": [-0.06, -0.25, -0.23, -0.25, -0.10, 0.07, 0.06, 0.07, 0.11, 0.10, 0.12, 0.11, 0.08, 0.07, 0.09, -0.04, 0.00, 0.01, 0.04]}

Entry 3:
{"formula": "C4H13NO", "method": "ωB97M-V/def2-TZVPD", "molar_mass_g_mol": 91.15, "homo_lumo_gap_ha": 0.340, "total_energy_ha": -290.127271, "smiles": "CNC(C)C.O", "homo_energy_ha": -0.3099, "largest_force_ha_per_bohr": 0.0986, "e_lumo_ev": 0.8145, "de_lowest_kj_mol": 182.9, "species": ["C", "N", "C", "C", "C", "H", "H", "H", "H", "H", "H", "H", "H", "H", "H", "H", "O", "H", "H"], "xyz": [[-0.62705, -0.36688, 0.25996], [0.33530, 0.71960, 0.45654], [0.43786, 1.89330, -0.51922], [0.71539, 1.20381, -1.88362], [1.63496, 2.73441, 0.00450], [-1.64618, -0.07897, 0.17523], [-0.50189, -1.03377, 1.10107], [-0.27554, -0.96083, -0.48671], [0.38149, 0.97458, 1.52608], [-0.42453, 2.54269, -0.39060], [0.71329, 1.97805, -2.68822], [-0.21093, 0.56243, -2.09566], [1.74306, 0.76943, -1.84939], [1.60631, 3.73731, -0.50554], [2.52776, 2.34092, -0.45999], [1.64848, 2.73703, 1.14233], [-2.17037, -5.11724, 1.40317], [-2.07640, -5.96432, 1.70383], [-1.43607, -4.49171, 1.23679]], "lowdin_charge": [-0.15, -0.14, -0.44, -0.08, -0.09, 0.07, 0.07, 0.03, 0.14, 0.12, 0.08, 0.09, 0.09, 0.08, 0.05, 0.09, -0.03, -0.02, 0.06]}

Entry 4:
{"formula": "C4H13NO", "method": "ωB97M-V/def2-TZVPD", "molar_mass_g_mol": 91.15, "homo_lumo_gap_ha": 0.384, "total_energy_ha": -290.114757, "smiles": "CCOCC.N", "homo_energy_ha": -0.3473, "largest_force_ha_per_bohr": 0.0667, "e_lumo_ev": 0.9971, "de_lowest_kj_mol": 215.8, "species": ["C", "C", "O", "C", "C", "H", "H", "H", "H", "H", "H", "H", "H", "H", "H", "N", "H", "H", "H"], "xyz": [[1.96423, -1.50433, 2.23082], [0.77103, -0.95219, 1.39100], [-0.18500, -1.91186, 0.85846], [-1.38356, -1.66937, 0.12528], [-1.16578, -2.07597, -1.30759], [2.69927, -0.78754, 2.65844], [2.48622, -2.24197, 1.55804], [1.49499, -1.99395, 3.07837], [0.33017, -0.18034, 2.06066], [1.08620, -0.42559, 0.50055], [-2.34217, -2.11791, 0.41365], [-1.52203, -0.58518, 0.35026], [-2.06449, -2.40559, -1.86148], [-0.97594, -1.13258, -1.81103], [-0.44667, -2.84428, -1.48831], [-0.00052, 5.63253, -2.32303], [-0.37163, 6.62860, -2.27716], [0.31495, 5.49310, -1.36226], [-0.68927, 5.07441, -2.79466]], "lowdin_charge": [-0.08, -0.25, -0.19, -0.28, -0.09, 0.08, 0.08, 0.06, 0.11, 0.10, 0.11, 0.12, 0.08, 0.07, 0.07, -0.02, 0.03, 0.00, -0.01]}

Entry 5:
{"formula": "C4H13NO", "method": "ωB97M-V/def2-TZVPD", "molar_mass_g_mol": 91.15, "homo_lumo_gap_ha": 0.360, "total_energy_ha": -290.169483, "smiles": "CCNCC.O", "homo_energy_ha": -0.3264, "largest_force_ha_per_bohr": 0.0278, "e_lumo_ev": 0.9180, "de_lowest_kj_mol": 72.1, "species": ["C", "C", "N", "C", "C", "H", "H", "H", "H", "H", "H", "H", "H", "H", "H", "H", "O", "H", "H"], "xyz": [[-2.17847, -0.45140, 1.26491], [-0.84206, 0.19090, 1.56356], [0.14882, -0.10687, 0.47778], [1.24444, 0.86341, 0.43600], [1.88228, 0.85948, -0.94208], [-2.26761, -0.78286, 0.23782], [-3.04217, 0.16886, 1.46230], [-2.32132, -1.38373, 1.80406], [-0.97034, 1.28002, 1.63790], [-0.39795, -0.16664, 2.49085], [-0.45435, 0.08012, -0.32218], [0.84824, 1.84578, 0.71743], [1.99146, 0.60906, 1.18306], [2.81279, 1.38100, -0.93355], [2.10584, -0.18212, -1.15676], [1.24900, 1.24938, -1.73805], [-0.08028, -1.91656, -2.39078], [-0.40385, -2.20403, -3.24942], [0.67553, -1.33381, -2.54285]], "lowdin_charge": [-0.10, -0.28, -0.09, -0.31, -0.10, 0.06, 0.07, 0.07, 0.10, 0.11, 0.08, 0.10, 0.11, 0.06, 0.06, 0.07, -0.06, 0.03, 0.02]}

Entry 6:
{"formula": "C4H13NO2", "method": "ωB97M-V/def2-TZVPD", "molar_mass_g_mol": 107.15, "homo_lumo_gap_ha": 0.394, "total_energy_ha": -365.403402, "smiles": "CCCO.NCO", "homo_energy_ha": -0.3690, "largest_force_ha_per_bohr": 0.0462, "e_lumo_ev": 0.6897, "de_lowest_kj_mol": 102.6, "species": ["C", "C", "C", "O", "H", "H", "H", "H", "H", "H", "H", "H", "N", "C", "O", "H", "H", "H", "H", "H"], "xyz": [[0.37478, 0.22592, -2.19734], [1.63901, 0.74514, -1.49877], [1.50542, 0.89137, 0.01872], [2.87368, 1.14642, 0.50963], [-0.45587, 0.91004, -2.06763], [0.59517, 0.09438, -3.29311], [0.11922, -0.79688, -1.77997], [1.93665, 1.71014, -1.92586], [2.45062, 0.06101, -1.68626], [1.04242, 0.04698, 0.48929], [0.82357, 1.70995, 0.26135], [2.83070, 1.34211, 1.43993], [-2.29947, -0.31526, 0.56626], [-1.91239, -1.40518, 1.38139], [-1.84340, -1.10214, 2.82015], [-3.25187, -0.01881, 0.72082], [-1.69323, 0.49609, 0.71714], [-2.67118, -2.22766, 1.25993], [-0.95307, -1.81582, 1.06580], [-1.11074, -1.69781, 3.19852]], "lowdin_charge": [-0.12, -0.26, -0.25, -0.08, 0.06, 0.08, 0.08, 0.11, 0.10, 0.09, 0.11, 0.06, 0.02, -0.36, -0.12, 0.07, 0.07, 0.12, 0.10, 0.11]}

Entry 7:
{"formula": "C4H13NO2", "method": "ωB97M-V/def2-TZVPD", "molar_mass_g_mol": 107.15, "homo_lumo_gap_ha": 0.314, "total_energy_ha": -365.350917, "smiles": "CC/C=C/N.O.O", "homo_energy_ha": -0.3024, "largest_force_ha_per_bohr": 0.0851, "e_lumo_ev": 0.3235, "de_lowest_kj_mol": 240.4, "species": ["C", "C", "C", "C", "N", "H", "H", "H", "H", "H", "H", "H", "H", "H", "O", "H", "H", "O", "H", "H"], "xyz": [[0.38560, 1.31237, 1.35773], [0.36450, -0.20206, 0.97759], [-0.42809, -0.90235, 2.13089], [-1.67738, -1.03238, 2.61488], [-1.89653, -1.89153, 3.77463], [-0.50938, 1.81752, 1.66395], [0.82794, 1.95602, 0.74157], [0.89633, 1.40660, 2.24566], [0.00841, -0.19591, -0.04272], [1.39260, -0.49481, 1.08296], [0.37120, -1.27694, 2.86427], [-2.61780, -0.45799, 2.34768], [-0.98713, -2.20302, 4.16640], [-2.57028, -2.62068, 3.56541], [-0.60514, 1.76303, -5.17708], [0.25562, 1.91381, -4.84107], [-0.72839, 0.82913, -5.37754], [2.33504, 0.17452, -5.08787], [3.01448, 0.60046, -4.55825], [2.16838, -0.49579, -4.44909]], "lowdin_charge": [-0.12, -0.20, -0.13, -0.21, -0.02, 0.07, 0.02, 0.04, 0.09, 0.08, 0.11, 0.12, 0.07, 0.06, -0.05, -0.01, 0.03, -0.04, 0.04, 0.02]}

Entry 8:
{"formula": "C4H13NO2", "method": "ωB97M-V/def2-TZVPD", "molar_mass_g_mol": 107.15, "homo_lumo_gap_ha": 0.349, "total_energy_ha": -365.411213, "smiles": "C=C(N)CC.O.O", "homo_energy_ha": -0.3223, "largest_force_ha_per_bohr": 0.0424, "e_lumo_ev": 0.7332, "de_lowest_kj_mol": 82.1, "species": ["C", "C", "N", "C", "C", "H", "H", "H", "H", "H", "H", "H", "H", "H", "O", "H", "H", "O", "H", "H"], "xyz": [[0.58321, -1.31683, 1.05433], [-0.23363, -0.26905, 1.07916], [-1.49769, -0.24041, 1.69769], [0.28848, 1.16052, 0.85063], [1.78315, 1.26716, 0.49812], [1.64884, -1.16695, 0.95575], [0.31455, -2.34106, 1.28827], [-2.05210, 0.53884, 1.41561], [-2.01476, -1.09795, 1.53915], [-0.29108, 1.80377, 0.19554], [0.21258, 1.47477, 1.89932], [1.93070, 0.67627, -0.40844], [2.44652, 0.84873, 1.25537], [2.10045, 2.30518, 0.42879], [-1.34158, -1.51618, -1.78813], [-1.13846, -2.36845, -2.15127], [-0.88117, -1.45538, -0.92651], [-0.42270, 0.88897, -2.86571], [-0.65992, 0.59961, -3.73622], [-0.77539, 0.20846, -2.28148]], "lowdin_charge": [0.01, -0.45, 0.09, -0.20, -0.11, 0.05, 0.06, 0.08, 0.09, 0.11, 0.12, 0.07, 0.07, 0.07, -0.05, 0.04, 0.02, -0.07, 0.02, -0.02]}

Entry 9:
{"formula": "C4H13NO2", "method": "ωB97M-V/def2-TZVPD", "molar_mass_g_mol": 107.15, "homo_lumo_gap_ha": 0.360, "total_energy_ha": -365.383757, "smiles": "CN(C)CCO.O", "homo_energy_ha": -0.3316, "largest_force_ha_per_bohr": 0.0429, "e_lumo_ev": 0.7759, "de_lowest_kj_mol": 154.2, "species": ["C", "N", "C", "C", "C", "O", "H", "H", "H", "H", "H", "H", "H", "H", "H", "H", "H", "O", "H", "H"], "xyz": [[1.13569, -1.80768, 0.65980], [-0.03236, -0.94182, 0.81805], [-1.29912, -1.73040, 0.88431], [-0.09468, -0.09335, -0.36747], [-1.19728, 0.97254, -0.32026], [-0.80358, 2.09085, -1.10551], [1.36084, -2.46490, 1.48557], [1.11920, -2.34351, -0.29977], [2.00032, -1.13242, 0.59597], [-1.89368, -1.69907, -0.03144], [-1.92545, -1.26410, 1.65080], [-1.01678, -2.72524, 1.22222], [-0.14364, -0.66081, -1.30752], [0.81024, 0.51268, -0.40495], [-1.20878, 1.27276, 0.73655], [-2.21904, 0.67345, -0.53526], [-0.31137, 2.74872, -0.62600], [2.22340, 3.09793, -0.80063], [1.50539, 3.36148, -1.39733], [1.99068, 2.13288, -0.85713]], "lowdin_charge": [-0.12, -0.25, -0.08, -0.23, -0.23, -0.07, 0.08, 0.09, 0.08, 0.08, 0.08, 0.08, 0.13, 0.09, 0.12, 0.11, 0.06, -0.07, 0.03, 0.04]}

Entry 10:
{"formula": "C4H13NO2", "method": "ωB97M-V/def2-TZVPD", "molar_mass_g_mol": 107.15, "homo_lumo_gap_ha": 0.335, "total_energy_ha": -365.361361, "smiles": "C=C(C)NC.O.O", "homo_energy_ha": -0.3070, "largest_force_ha_per_bohr": 0.0908, "e_lumo_ev": 0.7542, "de_lowest_kj_mol": 213.0, "species": ["C", "C", "C", "N", "C", "H", "H", "H", "H", "H", "H", "H", "H", "H", "O", "H", "H", "O", "H", "H"], "xyz": [[-0.41343, 1.53023, -1.17901], [0.10801, 0.33355, -1.38298], [1.16474, 0.12254, -2.32892], [-0.34144, -0.81676, -0.62797], [0.66078, -1.69766, -0.05172], [0.07051, 2.40402, -1.88651], [-1.30375, 1.81676, -0.66479], [0.96716, 0.84674, -3.08979], [2.26041, 0.42601, -2.00679], [1.23942, -0.81339, -2.83212], [-0.78506, -0.28945, 0.19414], [1.53695, -2.01825, -0.61222], [0.98438, -1.21826, 0.97615], [0.08421, -2.58191, 0.26303], [-1.83501, -0.87061, 2.45624], [-0.94906, -0.44968, 2.80953], [-1.94697, -1.58053, 3.12408], [0.58269, 1.37106, 1.91428], [0.45665, 2.34860, 1.81069], [0.67320, 1.09109, 1.00202]], "lowdin_charge": [0.00, -0.49, -0.09, -0.06, -0.13, 0.12, 0.05, 0.06, 0.14, 0.07, 0.10, 0.07, 0.10, 0.08, -0.12, 0.08, 0.04, -0.07, 0.07, -0.02]}